# C4H5N2

C4H5N2 as an isolated structure (ωB97M-V/def2-TZVPD, OMol25).

Cartesian coordinates (Å):
C 2.3127 0.5541 0.5412
C -1.3149 0.4437 -0.2346
C -0.0622 -0.5297 -0.2942
C 1.2604 -0.2148 -0.0421
N 2.6331 -0.4269 -0.2123
N -1.7069 -0.4276 0.7834
H 2.7856 1.3990 1.0343
H -1.2816 1.4890 0.0978
H -1.7858 0.3017 -1.2529
H -0.3211 -1.4919 -0.9616
H -2.5192 -1.0966 0.5411

Its largest force on an atom is 4.076 eV Å⁻¹. For the LUMO energy (spin up / spin down), the calculation gives -6.940 / -6.941 eV. The energy relative to the best compared isomer or geometry (same formula, charge and spin) is 495.9 kJ/mol. The net charge is +1. For the HOMO energy (spin up / spin down), the calculation gives -0.5660 / -0.5660 hartree. The HOMO-LUMO gap (spin up / spin down) comes out at 8.46 / 8.46 eV.

Results of the Löwdin charge analysis, in e, for atoms 1 through 5: 0.121, -0.239, -0.017, -0.090, 0.279